Record 1
14
Properties=species:S:1:pos:R:3:forces:R:3:lowdin_charge:R:1 method="wB97M-V/def2-TZVPD" max_force_ev_per_a=0.27 orbital_gap_ev=10.4 homo_ha=-0.3445 energy_ev=-7361.1635 smiles="C1=CCOCC1" e_lumo_ev=1.072
O 0.2706 -1.4593 0.2576 -0.0099 -0.0248 0.1786 -0.137
C 1.1631 0.8037 0.2774 -0.1927 0.0630 -0.0283 -0.082
C 1.4150 -0.6608 0.0582 0.1903 0.0973 0.0216 -0.219
C -0.0671 1.3064 0.2687 0.1726 -0.0510 -0.0009 -0.106
C -1.2814 0.4568 0.0182 -0.0177 -0.0363 0.0417 -0.169
C -0.9225 -0.9949 -0.3396 -0.2327 0.0748 -0.1051 -0.209
H -0.2321 2.3653 0.4599 0.0539 -0.1449 -0.0373 0.101
H 2.0301 1.4365 0.4576 -0.1311 -0.0753 -0.0647 0.103
H 1.8537 -0.8189 -0.9444 -0.1707 -0.0358 0.1015 0.125
H -1.6941 -1.6718 0.0397 0.0643 0.1026 -0.1751 0.121
H -1.8654 0.8916 -0.8048 0.0668 -0.0818 0.1385 0.113
H -1.9332 0.4914 0.9008 0.1131 -0.0348 -0.0799 0.112
H 2.1482 -1.0289 0.7846 -0.0630 0.0804 -0.1176 0.124
H -0.8849 -1.1173 -1.4340 0.1567 0.0666 0.1271 0.122

***

Record 2
14
Properties=species:S:1:pos:R:3:forces:R:3:lowdin_charge:R:1 method="wB97M-V/def2-TZVPD" max_force_ev_per_a=0.86 orbital_gap_ev=8.9 homo_ha=-0.2939 energy_ev=-7359.2615 smiles="C=C(O)C1CC1" e_lumo_ev=0.917
O 0.7482 0.8925 1.6252 0.1326 0.2122 0.0486 0.058
C 1.4454 1.0501 -0.6694 0.1715 0.3778 0.1424 0.017
C -1.6883 -0.7774 0.2443 -0.3430 -0.2659 0.2735 -0.111
C -0.3366 -1.2096 -0.1382 -0.2856 -0.5777 -0.3338 -0.108
C -0.7483 0.2940 -0.2064 0.4918 -0.4381 -0.3206 -0.201
C 0.5301 0.8217 0.2869 0.1097 0.6056 -0.1945 -0.460
H -1.0530 0.8266 -1.1109 0.3123 -0.8060 -0.0035 0.138
H 0.3059 -1.4548 0.7138 -0.0564 0.3774 -0.4563 0.118
H -2.4129 -0.9780 -0.5387 -0.2679 0.2553 0.3219 0.109
H -2.0459 -0.8812 1.2574 0.0492 -0.0472 0.0942 0.103
H 1.7022 0.7774 1.7404 -0.1743 0.2474 0.1497 0.116
H -0.0425 -1.7095 -1.0471 -0.4797 -0.2613 -0.1557 0.108
H 1.2911 0.6263 -1.6616 -0.1071 0.5306 0.2268 0.065
H 2.2928 1.6928 -0.5100 0.4470 -0.2101 0.2072 0.048

***

Record 3
14
Properties=species:S:1:pos:R:3:forces:R:3:lowdin_charge:R:1 method="wB97M-V/def2-TZVPD" max_force_ev_per_a=0.62 orbital_gap_ev=9.7 homo_ha=-0.3180 energy_ev=-7356.9608 e_lumo_ev=1.014
O -1.7993 -0.5191 1.1988 -0.0254 0.0690 -0.0681 0.010
C -0.8031 -1.3407 -0.7811 -0.0653 -0.0983 -0.0501 -0.100
C -1.9998 -0.7375 -0.1825 -0.4213 -0.4127 -0.1848 -0.237
C 2.4052 0.9095 0.3383 -0.0069 -0.0449 0.0300 -0.046
C -0.6517 0.1831 -0.7456 0.4146 0.1120 0.2568 -0.018
C -1.2115 0.5425 0.4784 0.0010 0.4176 -0.1955 -0.171
H 3.3208 0.5107 -0.1071 -0.1830 0.0341 0.0305 0.018
H 2.1372 0.3114 1.2127 0.1280 0.1183 -0.0119 0.019
H 1.5734 0.8511 -0.3679 0.2966 0.1196 -0.0143 -0.020
H -2.9683 -0.5106 -0.6140 0.1026 -0.2043 0.1732 0.156
H -0.2610 -1.9472 -0.0471 -0.1052 0.2423 -0.1708 0.128
H 2.5775 1.9494 0.6310 -0.0826 -0.1890 -0.0160 0.020
H -1.5099 1.5493 0.7729 0.0714 -0.2338 0.0267 0.137
H -0.8095 -1.7520 -1.7868 -0.1244 0.0699 0.1942 0.103

***

Record 4
14
Properties=species:S:1:pos:R:3:forces:R:3:lowdin_charge:R:1 method="wB97M-V/def2-TZVPD" max_force_ev_per_a=0.78 orbital_gap_ev="7.7 / 7.7" homo_ha="-0.2801 / -0.2801" energy_ev=-7358.1076 e_lumo_ev="0.104 / 0.104"
O 1.0516 -1.1465 -0.1551 0.1710 0.2838 -0.0875 -0.094
C -1.2296 -0.3057 -0.1586 0.0886 0.0243 0.0632 -0.094
C 0.2262 -0.1908 -0.4899 0.1310 -0.1267 -0.6243 -0.501
C 0.2601 -0.7657 1.6559 -0.2763 0.2062 0.3646 0.080
C 0.7213 0.8577 -1.4627 -0.0125 -0.0465 0.0481 -0.003
C -0.5696 0.2064 1.0825 -0.2472 -0.0102 0.7377 -0.206
H 0.1589 1.7979 -1.4227 -0.0806 -0.3024 0.0499 0.086
H 0.6222 0.4393 -2.4716 -0.0219 0.0279 0.0736 0.093
H -1.5710 -1.3449 -0.1190 0.0152 0.1947 0.0482 0.123
H 1.7805 1.0832 -1.2975 -0.2453 -0.1750 0.0627 0.085
H 1.1327 -0.4446 2.2246 -0.1648 -0.0852 -0.0932 0.107
H -0.0537 -1.7911 1.8520 0.1257 0.0974 -0.4766 0.097
H -1.9470 0.3653 -0.6323 0.3412 -0.0616 -0.0468 0.115
H -0.5826 1.2395 1.3944 0.1758 -0.0268 -0.1196 0.113

***

Record 5
14
Properties=species:S:1:pos:R:3:forces:R:3:lowdin_charge:R:1 method="wB97M-V/def2-TZVPD" max_force_ev_per_a=0.87 orbital_gap_ev="8.3 / 8.0" homo_ha="-0.2875 / -0.2797" energy_ev=-7357.7206 e_lumo_ev="0.517 / 0.403"
O -2.2881 -0.3161 0.7065 -0.3561 0.0607 -0.2109 -0.005
C 0.5957 0.2028 0.4725 0.7929 -0.0134 -0.3462 -0.244
C 1.7096 0.0793 -0.5433 0.3374 0.1024 0.1587 -0.110
C -0.4946 1.0478 -0.1221 -0.2109 0.0139 -0.0504 -0.096
C -1.1988 -0.3281 -0.1360 -0.3852 0.0350 0.1600 -0.246
C -0.1114 -1.1265 0.5695 -0.1221 -0.1153 0.0064 -0.095
H 0.4465 -1.9097 0.0566 -0.1183 0.0921 0.0346 0.110
H -0.5451 -1.5032 1.4947 0.1489 0.0882 -0.0419 0.115
H 1.3294 -0.3000 -1.5134 -0.0083 0.0749 0.2273 0.095
H -1.0978 1.7241 0.4839 0.1583 -0.0505 -0.0062 0.110
H -2.8298 0.4563 0.4940 0.0259 -0.1452 0.0433 0.103
H 2.4774 -0.6212 -0.1947 -0.1052 0.0902 -0.0677 0.078
H 2.1784 1.0526 -0.7294 -0.0636 -0.1395 0.0039 0.077
H -0.1714 1.5419 -1.0388 -0.0939 -0.0935 0.0891 0.108

***

Record 6
14
Properties=species:S:1:pos:R:3:forces:R:3:lowdin_charge:R:1 method="wB97M-V/def2-TZVPD" max_force_ev_per_a=3.14 orbital_gap_ev=8.6 homo_ha=-0.2892 energy_ev=-7356.7258 e_lumo_ev=0.698
O 0.1319 0.6116 1.1498 -1.0178 1.1710 0.3566 -0.175
C 0.8636 1.8311 0.9487 -0.2536 -0.1420 0.0599 -0.085
C -1.9583 -0.8300 -1.5356 -0.6373 -0.2955 0.2194 -0.039
C 1.1832 -1.5489 0.0613 -0.0863 0.8376 0.5743 0.048
C 0.0794 -0.8382 -0.0841 -1.7525 -2.4502 -0.8871 -0.183
C -1.2154 -0.7430 -0.4433 1.8935 0.7834 -0.6019 -0.142
H 0.5946 2.5330 1.7391 0.1475 0.0550 -0.0621 0.083
H -2.9220 -0.3378 -1.6033 -0.1756 -0.1314 0.0509 0.032
H -0.8494 0.7011 0.8862 1.5299 -0.0854 0.4970 0.112
H -1.7227 -1.4859 -2.3731 0.2409 0.1789 -0.0621 0.048
H 1.3488 -2.4192 -0.5585 -0.0458 0.1256 -0.2104 0.070
H 1.9206 1.5845 1.0079 -0.0073 0.0274 0.0349 0.085
H 0.6407 2.2669 -0.0281 0.0286 -0.0425 0.0212 0.088
H 1.9050 -1.3252 0.8330 0.1358 -0.0318 0.0094 0.059

***

Record 7
14
Properties=species:S:1:pos:R:3:forces:R:3:lowdin_charge:R:1 method="wB97M-V/def2-TZVPD" max_force_ev_per_a=1.52 orbital_gap_ev=10.1 homo_ha=-0.3383 energy_ev=-7359.5732 smiles="C[C@H]1C[C@H]1C=O" e_lumo_ev=0.925
O 0.5854 -1.9993 1.0725 -0.7761 -0.0730 -0.0019 -0.002
C 0.0582 0.9031 -0.4244 -0.4111 -0.4646 -0.0558 -0.207
C -0.5977 1.3931 0.8335 -0.0015 -0.1524 0.2685 -0.084
C -0.3967 -0.7302 -0.7277 -0.0816 0.4976 0.0429 -0.130
C 0.9983 -0.1555 -0.7321 0.6977 -0.0460 0.1354 -0.143
C -0.3182 -1.8684 0.2645 0.0025 0.4286 0.2807 -0.247
H 1.4707 -0.6456 0.1121 0.6772 0.1923 -0.3033 0.096
H -0.1297 2.2586 1.3162 0.1829 -0.1836 -0.1338 0.076
H 0.1414 1.7295 -1.1591 -1.0986 -1.0028 -0.3094 0.135
H 1.5433 -0.0848 -1.6630 0.1329 0.1349 0.0458 0.117
H -1.1138 -0.8918 -1.5263 0.6430 0.0715 -0.3044 0.111
H -1.0216 -2.7204 0.1651 -0.1761 0.4808 -0.2476 0.123
H -0.7000 0.5679 1.5342 0.0221 0.1869 0.2901 0.073
H -1.6052 1.7072 0.5256 0.1867 -0.0702 0.2929 0.083

***

Record 8
14
Properties=species:S:1:pos:R:3:forces:R:3:lowdin_charge:R:1 method="wB97M-V/def2-TZVPD" max_force_ev_per_a=0.54 orbital_gap_ev=9.5 homo_ha=-0.3183 energy_ev=-7357.1749 e_lumo_ev=0.863
O 1.4707 -1.4936 0.3615 -0.0401 0.0711 0.4912 -0.032
C -1.6252 -0.3122 -0.1943 -0.0828 -0.1601 -0.0323 -0.114
C -0.3512 0.2301 0.3978 0.1531 -0.0253 0.1161 -0.266
C 0.9704 -0.2052 -0.1460 -0.0340 0.1816 -0.0669 -0.403
C 2.2252 0.1191 0.5752 0.0292 0.2605 -0.4310 0.095
C -1.2260 1.1069 -0.4616 0.0017 0.1663 -0.0723 -0.114
H -0.3382 0.4472 1.4653 -0.0008 -0.0435 -0.2008 0.141
H 1.4887 -1.3528 1.3353 -0.1657 -0.4986 -0.1341 0.104
H -2.4584 -0.4971 0.4784 0.1797 0.0431 -0.1212 0.101
H -1.5361 -1.0290 -1.0078 -0.0011 0.1442 0.1480 0.106
H 3.0589 0.0396 -0.1396 -0.1247 0.0257 0.0459 0.027
H -0.8684 1.3579 -1.4580 -0.0490 -0.0726 0.1892 0.103
H 0.9648 -0.3163 -1.2356 0.0255 0.0800 0.1516 0.150
H -1.7753 1.9054 0.0295 0.1089 -0.1725 -0.0833 0.101

***

Record 9
14
Properties=species:S:1:pos:R:3:forces:R:3:lowdin_charge:R:1 method="wB97M-V/def2-TZVPD" max_force_ev_per_a=2.29 orbital_gap_ev=10.1 homo_ha=-0.3316 energy_ev=-7358.9405 smiles="C[C@@H]1C=CCO1" e_lumo_ev=1.030
O -0.9125 0.8503 0.2301 -0.0554 0.1784 -0.1498 -0.111
C -0.0615 0.2385 -0.7266 0.1106 0.1948 -0.3785 -0.398
C -0.7654 -0.9698 -1.3450 0.0275 0.0297 -0.0658 -0.032
C 1.1583 -0.1149 0.0554 0.0613 0.3216 -0.7297 -0.067
C -0.1749 1.0940 1.4402 0.0066 -0.0095 0.2834 -0.197
C 1.0904 0.2852 1.3456 -0.6745 -0.7792 -0.6669 -0.082
H 0.0583 2.1695 1.5115 0.0542 -0.2705 0.0050 0.117
H -0.7973 0.8379 2.3028 0.0040 -0.0338 -0.1707 0.114
H 1.9678 -0.7478 -0.3064 -0.3894 -0.1786 -0.0920 0.121
H 0.2251 0.9475 -1.5106 -0.2602 0.1938 -0.2279 0.147
H 1.0753 -0.8340 1.4725 0.8981 0.0839 2.1030 0.136
H -0.1246 -1.4675 -2.0808 -0.0642 0.0933 0.0820 0.081
H -1.0533 -1.6994 -0.5781 0.1380 0.2109 -0.0665 0.088
H -1.6772 -0.6374 -1.8503 0.1436 -0.0346 0.0746 0.082

***

Record 10
15
Properties=species:S:1:pos:R:3:forces:R:3:lowdin_charge:R:1 method="wB97M-V/def2-TZVPD" max_force_ev_per_a=0.64 orbital_gap_ev=10.9 homo_ha=-0.3697 energy_ev=-9407.5362 smiles=O[C@H]1C[C@]2(CO2)C1 e_lumo_ev=0.871
O 1.9598 -1.1984 -1.0121 -0.0821 -0.2581 0.2275 -0.018
O -2.1942 -0.0717 0.6262 -0.2193 -0.1627 0.0536 0.003
C 1.0523 -0.2294 -0.5621 -0.1395 0.1985 0.2852 -0.354
C 0.3998 -0.2834 0.8615 0.0023 -0.1823 0.0550 -0.020
C -1.7544 1.2759 0.4456 0.0219 0.3096 0.0093 -0.069
C -0.3574 -0.2690 -1.1938 -0.0909 -0.0176 -0.0590 -0.030
C -0.8857 0.1404 0.1656 0.0627 0.0293 -0.0165 -0.474
H 1.5538 0.7315 -0.5954 0.0598 0.1476 -0.6244 0.147
H -0.6245 -1.3199 -1.3875 0.0434 0.1900 0.0288 0.129
H 0.7733 0.3764 1.6572 0.0701 -0.2114 -0.3535 0.118
H 1.4633 -2.0140 -1.1771 0.2350 0.2313 0.0997 0.093
H -1.6279 1.8531 1.3606 -0.0213 -0.1058 -0.0975 0.115
H -0.6177 0.3283 -2.0743 0.2027 -0.0476 0.2081 0.121
H 0.3638 -1.3089 1.2331 -0.1900 -0.0292 0.0076 0.123
H -2.2129 1.8053 -0.3914 0.0452 -0.0916 0.1762 0.116